(1)
{
  "formula": "C12H5O9Tl",
  "method": "ωB97M-V/def2-TZVPD",
  "symbols": ["Tl", "O", "O", "O", "O", "O", "O", "O", "O", "O", "C", "C", "C", "C", "C", "C", "C", "C", "C", "C", "C", "C", "H", "H", "H", "H", "H"],
  "positions_angstrom": [[-0.16212, 1.65584, -1.27060], [-2.31902, 2.08550, 5.58979], [3.56526, -3.96855, -4.11854], [-0.73833, 2.98420, -3.59579], [-2.41836, 1.25271, 0.21914], [-4.79654, 1.41960, 4.22447], [1.61588, -0.63574, -0.37729], [0.86462, -0.44697, -2.91999], [4.53652, -4.09708, -1.49300], [-0.08799, 1.68249, 1.58172], [3.13734, -3.21330, -3.22360], [2.12089, -1.44799, -1.14760], [-1.15590, 1.81111, 2.17841], [-2.41257, 1.91485, 4.37441], [3.17915, -2.35852, -0.82305], [1.61991, -1.35490, -2.60474], [-2.48506, 1.42097, 1.42947], [-1.30169, 2.15218, 3.52948], [3.67697, -3.24743, -1.77123], [-3.65575, 1.33769, 2.25647], [2.16012, -2.28456, -3.56678], [-3.70089, 1.54986, 3.64882], [-1.66951, 2.73781, -3.57198], [-4.61197, 1.02785, 1.85514], [1.83083, -2.12539, -4.58393], [3.58529, -2.31734, 0.17703], [-0.37706, 2.46511, 4.00376]],
  "atomic_forces_ev_per_a": [[-0.2, -0.4, -0.4], [-0.6, -0.4, 0.0], [0.3, 0.2, 1.2], [0.4, -0.5, 1.2], [0.0, -0.4, -1.4], [0.9, 0.3, 0.3], [0.0, 0.3, 0.5], [-1.1, 0.7, 0.1], [-0.3, 0.3, -0.3], [0.5, 0.8, -0.9], [0.5, -1.4, -1.2], [0.2, -0.2, 0.4], [-0.8, -1.1, 0.9], [0.4, 1.0, 0.0], [-1.7, 1.5, 0.0], [1.6, -1.0, -1.3], [-1.0, 0.8, 1.8], [1.1, -0.1, -0.4], [1.3, -1.6, -0.6], [1.2, 0.0, -1.7], [-1.4, 2.4, 1.4], [-1.4, -0.7, 0.8], [-0.2, 0.0, -0.1], [0.2, -0.1, -0.4], [0.0, -0.4, -0.1], [0.1, -0.1, 0.0], [-0.1, 0.0, 0.2]],
  "nbo_charge": [1.08, -0.61, -0.59, -1.08, -0.62, -0.60, -0.57, -0.58, -0.60, -0.60, 0.38, 0.40, 0.41, 0.42, -0.41, 0.40, 0.42, -0.48, 0.39, -0.45, -0.36, 0.41, 0.41, 0.21, 0.21, 0.22, 0.21],
  "lumo_energy_ev": 0.2,
  "gap_ev": 2.34,
  "homo_energy_ev": -2.1,
  "charge": -2
}

=====

(2)
{
  "formula": "C3H5Br",
  "method": "ωB97M-V/def2-TZVPD",
  "symbols": ["Br", "C", "C", "C", "H", "H", "H", "H", "H"],
  "positions_angstrom": [[0.49776, -2.25662, 0.92460], [-0.05103, -0.51363, 1.14069], [-0.83973, 0.10958, 1.91747], [0.70800, 0.40993, -2.23766], [-1.26610, -0.35420, 2.96576], [1.76403, 0.57411, -2.28795], [-1.11609, 1.20660, 1.89991], [0.24828, -0.01233, -1.37954], [0.05489, 0.83655, -2.94328]],
  "atomic_forces_ev_per_a": [[0.0, 0.2, 0.1], [0.9, -1.1, -1.4], [-2.5, 1.5, 4.5], [0.2, 0.0, 0.3], [1.0, 0.7, -2.7], [0.3, 0.0, 0.0], [0.6, -1.4, -0.5], [0.0, -0.4, 0.6], [-0.5, 0.5, -0.9]],
  "nbo_charge": [0.13, -0.05, -0.55, -0.48, 0.22, 0.17, 0.25, 0.16, 0.16],
  "lumo_energy_ev": [-0.9, 0.3],
  "e_above_lowest_kcal_mol": 108.3,
  "gap_ev": [7.87, 9.17],
  "homo_energy_ev": [-8.8, -8.9]
}

=====

(3)
{
  "formula": "C8H15N5O8PS4",
  "method": "ωB97M-V/def2-TZVPD",
  "symbols": ["S", "S", "S", "S", "P", "O", "O", "O", "O", "O", "O", "O", "O", "N", "N", "N", "N", "N", "C", "C", "C", "C", "C", "C", "C", "C", "H", "H", "H", "H", "H", "H", "H", "H", "H", "H", "H", "H", "H", "H", "H"],
  "positions_angstrom": [[-2.82912, 0.31594, -1.44421], [0.44927, -0.42726, 0.71669], [2.16453, 1.99876, 0.74311], [-3.98096, -1.74929, -0.04055], [-2.67787, -3.35940, -0.67600], [-2.80352, -3.47805, -2.28229], [-1.31894, -3.10921, -0.20276], [-4.25204, -2.10680, 1.32383], [-3.30436, -4.71936, -0.10055], [-5.16987, -1.82964, -0.85425], [-2.43576, 1.67568, -1.17119], [-3.86905, 0.28335, -2.44302], [5.64919, 2.08729, 0.07396], [-1.82501, 2.43405, 3.20497], [-3.19424, -0.36295, -0.01330], [7.36379, 1.07562, 1.16423], [5.20788, 0.28913, 1.39026], [-0.34124, 1.97070, 1.65830], [-0.07391, 0.20524, -1.98190], [-2.04153, 3.19930, 2.08446], [0.86696, -0.56733, -1.04701], [-1.14383, 2.94967, 1.12121], [6.03996, 1.21200, 0.82247], [0.75412, 1.30171, 1.07952], [-1.41502, -0.50175, -2.20084], [-0.80231, 1.71272, 2.91113], [1.89037, -0.20213, -1.15688], [0.42705, 0.29507, -2.94908], [-2.84674, 3.90562, 1.97979], [-3.60923, -2.98152, -2.51874], [7.70296, 0.36158, 1.77878], [-1.31010, -1.54450, -1.91403], [5.52874, -0.43153, 2.00705], [4.22687, 0.34886, 1.17043], [-1.62131, -0.50380, -3.26887], [8.00961, 1.73249, 0.77013], [-2.75887, -5.43416, -0.45810], [0.86858, -1.61445, -1.34638], [-0.16503, 1.22091, -1.59603], [-0.30517, 0.97860, 3.52461], [-1.05487, 3.36883, 0.14103]],
  "atomic_forces_ev_per_a": [[-0.8, 1.3, -0.2], [-0.8, -0.3, 0.3], [0.1, 0.5, -0.1], [-1.5, 0.6, 1.4], [0.1, 0.3, 0.4], [-0.4, 0.3, 0.5], [0.8, -0.2, -0.2], [0.7, -0.3, 0.6], [-0.1, 0.3, -0.4], [0.4, -0.1, -1.2], [0.8, 0.1, 0.6], [-0.3, -1.1, -0.2], [0.1, 0.0, 0.0], [-0.7, 0.5, 0.4], [0.3, -1.0, -1.5], [0.1, 0.0, 0.0], [-0.1, 0.0, -0.1], [0.8, -0.3, -0.2], [0.5, -0.2, 0.5], [-0.8, 0.6, 0.3], [0.6, 0.7, -0.5], [0.4, 0.0, -0.1], [-0.1, -0.1, 0.1], [0.2, -0.7, -0.9], [0.6, 0.2, -0.1], [0.4, -0.7, 0.0], [0.0, 0.0, 0.0], [0.1, -0.1, 0.0], [-0.2, 0.0, 0.3], [0.0, -0.1, -0.3], [0.0, 0.0, 0.0], [-0.2, 0.1, 0.2], [0.0, 0.0, 0.0], [0.0, 0.0, 0.0], [-0.4, 0.2, 0.0], [0.0, 0.0, 0.0], [-0.1, -0.2, 0.2], [-0.1, -0.2, 0.6], [-0.4, 0.0, -0.2], [-0.1, 0.0, 0.1], [0.2, -0.2, -0.2]],
  "nbo_charge": [2.29, 0.28, 0.08, 2.00, 2.02, -1.00, -1.11, -0.96, -0.96, -0.97, -0.99, -0.98, -0.65, -0.45, -1.15, -0.86, -0.86, -0.46, -0.42, -0.10, -0.52, -0.05, 0.77, -0.10, -0.70, 0.18, 0.22, 0.21, 0.20, 0.53, 0.38, 0.25, 0.38, 0.42, 0.24, 0.40, 0.49, 0.24, 0.24, 0.19, 0.24],
  "lumo_energy_ev": 1.5,
  "gap_ev": 7.68,
  "homo_energy_ev": -6.2,
  "charge": -1
}

=====

(4)
{
  "formula": "C20H27N2O3",
  "method": "ωB97M-V/def2-TZVPD",
  "symbols": ["O", "O", "O", "N", "N", "C", "C", "C", "C", "C", "C", "C", "C", "C", "C", "C", "C", "C", "C", "C", "C", "C", "C", "C", "C", "H", "H", "H", "H", "H", "H", "H", "H", "H", "H", "H", "H", "H", "H", "H", "H", "H", "H", "H", "H", "H", "H", "H", "H", "H", "H", "H"],
  "positions_angstrom": [[4.96075, -2.48909, -3.48643], [0.62026, -1.42073, -1.19441], [-0.87729, -2.97054, -0.98167], [1.25287, -1.78146, -3.67579], [5.70407, -0.36879, -3.72956], [-1.96485, 2.81192, 3.22726], [-1.60687, -0.73630, 2.54269], [4.74083, -1.28852, -3.64133], [-0.18477, 1.33768, 2.10707], [2.49848, -1.70631, -3.54376], [2.84597, 0.18750, -4.71020], [-1.03265, 0.86879, 4.48385], [-2.84588, 1.98663, 2.69392], [0.86540, -0.74612, -4.22502], [-3.29259, 0.92138, 3.72316], [0.09520, -0.94075, 0.13662], [-2.57318, 1.43456, 1.36688], [-0.48205, 2.10609, 3.52394], [-1.36672, 0.43909, 1.52288], [-0.05253, -2.50511, -1.64255], [-2.33629, 0.09272, 3.65865], [1.44388, 0.35544, -4.85606], [0.30086, -2.55609, -3.12987], [-0.91063, -0.12914, 0.17171], [3.34017, -0.92947, -3.92942], [0.04165, 0.27300, 4.61616], [-3.98436, 2.56035, 2.52120], [-4.18194, 0.45262, 3.15281], [-3.75195, 1.31846, 4.55135], [-0.75091, 0.88142, -0.62152], [0.65876, -3.65393, -3.19104], [-1.73925, -0.76048, -0.27670], [-3.26938, 0.98505, 0.92329], [-0.74263, -2.90026, -3.70740], [2.87971, -2.95126, -3.14836], [-0.46983, -0.62869, -4.55270], [-1.46275, 3.50442, 2.73001], [-2.38545, -0.79494, 4.39485], [1.04882, -0.41917, 0.36348], [3.54187, 0.95469, -4.96330], [-2.21095, 3.44545, 4.13814], [0.12292, -1.71712, 0.91019], [-0.77758, -1.15346, 2.79405], [0.35546, 2.31230, 3.88623], [6.60578, -0.52587, -3.70035], [-2.22613, 2.30315, 0.63962], [-2.54230, -1.07415, 2.22395], [0.78374, 0.71467, 2.45961], [0.98729, 0.99293, -5.35026], [0.12302, 2.00224, 1.36323], [-1.16166, 1.25341, 5.34782], [5.36560, 0.65181, -3.91692]],
  "atomic_forces_ev_per_a": [[0.2, 1.2, 0.3], [-0.8, -0.2, 0.7], [-2.6, -3.4, 0.6], [-2.2, 1.9, -0.4], [-7.3, 5.0, -0.8], [7.8, 5.0, 7.0], [-7.4, 8.7, -2.7], [2.0, -2.8, -0.7], [1.2, -2.0, 3.4], [0.5, -15.7, 6.8], [-0.5, 0.8, 1.4], [4.7, -2.7, -8.1], [-10.8, -1.1, -1.9], [-11.3, 7.8, -6.7], [-9.4, 4.9, -6.7], [11.8, -4.4, 1.1], [8.3, 3.1, 1.0], [-11.3, -7.6, -4.2], [2.6, 0.5, 0.2], [2.3, 5.4, -1.2], [14.6, -10.3, 8.2], [8.1, -8.6, 5.8], [-4.8, -10.2, 1.1], [-9.0, 7.4, -3.6], [5.2, 9.1, -4.5], [-3.0, 0.4, -0.3], [3.1, -0.7, 0.4], [0.4, 0.4, 0.8], [-0.2, 0.8, 2.4], [-0.4, -2.8, 2.0], [0.1, 1.3, 0.0], [-0.2, 1.2, 0.4], [-6.2, -3.6, -3.3], [2.7, 2.2, 0.9], [-0.4, 4.3, -0.7], [4.1, -0.8, 1.7], [0.6, 3.7, -3.7], [-0.8, 1.1, -0.4], [-0.4, 0.1, 0.5], [0.3, 0.4, -0.8], [-0.4, -1.3, -0.7], [-0.4, -0.5, -0.8], [4.5, -3.3, 1.9], [6.7, 3.7, 3.2], [5.4, -1.3, 0.3], [-0.5, -1.6, 1.4], [-0.7, -2.9, -1.3], [-2.0, 0.9, -1.3], [-4.3, 5.9, -4.3], [0.6, 1.3, -1.3], [-1.9, 2.5, 6.1], [1.4, -2.7, 0.6]],
  "nbo_charge": [-0.57, -0.55, -0.52, -0.35, -0.75, -0.44, -0.41, 0.64, -0.43, 0.16, -0.01, -0.36, -0.20, 0.21, -0.43, -0.08, -0.37, -0.17, 0.01, 0.79, -0.17, -0.20, -0.37, -0.43, -0.22, 0.17, 0.21, 0.18, 0.25, 0.18, 0.28, 0.22, 0.19, 0.32, 0.27, 0.23, 0.22, 0.22, 0.20, 0.23, 0.22, 0.22, 0.22, 0.19, 0.41, 0.20, 0.22, 0.19, 0.22, 0.19, 0.17, 0.39],
  "lumo_energy_ev": -4.7,
  "e_above_lowest_kcal_mol": 395.9,
  "gap_ev": 5.60,
  "homo_energy_ev": -10.3,
  "charge": 1
}